Entry 1:
Below is a cluster of 2 separate species, C5H12N2O in total, with properties calculated with ωB97M-V/def2-TZVPD.

Each line ends with the Löwdin charge.
CARTESIAN COORDINATES (ANGSTROEM)
C  2.4125  -0.8539  -1.6090  -0.0576
N  1.5258  -1.7666  -1.8288  -0.0284
C  0.4776  -1.8105  -0.8364  -0.1713
C  -0.2279  -0.6887  -0.4809  -0.1191
C  -1.3629  -0.7713  0.5312  -0.2361
C  -2.3254  0.4373  0.6989  -0.2532
N  -1.5137  1.6208  1.1240  -0.0240
H  2.5291  -0.2141  -0.7732  0.0322
H  3.2965  -0.8286  -2.3543  0.0897
H  0.2693  -2.8559  -0.5457  0.1124
H  -0.1026  0.2687  -0.9996  0.1014
H  -0.8223  -1.0239  1.5211  0.1271
H  -1.8592  -1.7732  0.3972  0.1135
H  -3.0045  0.1943  1.4425  0.0683
H  -2.7885  0.5710  -0.3048  0.1205
H  -0.6317  1.2576  1.4724  0.0307
H  -1.1895  2.1960  0.3017  0.0754
O  1.8757  1.8298  0.3898  -0.0157
H  1.2714  2.4904  0.5632  -0.0147
H  2.1704  1.7210  1.2907  0.0490

Properties
- frontier orbital gap (eV) = 9.19
- ΔE to the lowest compared entry with this formula, charge and spin (eV) = 3.558
- E (eV) = -10404.8659
- E_LUMO (Eh) = 0.0205
- HOMO level (Ha) = -0.317


Entry 2:
Below is a structure of composition C5H12N2O, with properties calculated with ωB97M-V/def2-TZVPD.

Each line ends with the Löwdin charge.
CARTESIAN COORDINATES (ANGSTROEM)
C  -0.2743  -1.1053  0.7650  -0.3838
C  -1.1227  -0.6803  1.9539  -0.0561
C  0.3075  2.1245  -0.7287  -0.0669
C  -0.2415  -0.3292  -0.4263  -0.3273
C  0.6881  0.7555  -0.2021  -0.4085
N  -0.9466  -0.5769  -1.5696  0.1511
N  2.1382  0.5658  -0.3613  0.0216
O  -0.4330  -2.5049  0.6430  -0.0150
H  0.1205  -2.8066  -0.0859  0.0920
H  0.7075  0.0590  1.0560  0.1977
H  -0.6220  -0.2345  -2.4589  0.1002
H  -1.7894  -1.1284  -1.5306  0.1062
H  2.3633  0.4459  -1.3472  0.0636
H  2.4572  -0.2621  0.1305  0.0658
H  -1.1875  0.4022  2.0408  0.0820
H  -2.1332  -1.0874  1.8417  0.0827
H  -0.6996  -1.0825  2.8752  0.0771
H  -0.7707  2.2847  -0.6888  0.0726
H  0.8105  2.8905  -0.1374  0.0742
H  0.6276  2.2699  -1.7695  0.0709

Properties
- frontier orbital gap (eV) = 7.95
- ΔE to the lowest compared entry with this formula, charge and spin (eV) = 4.721
- E (eV) = -10403.7030
- E_LUMO (Eh) = 0.0247
- HOMO level (Ha) = -0.267


Entry 3:
Below is a structure of composition C5H12N2O, with properties calculated with ωB97M-V/def2-TZVPD.

Each line ends with the Löwdin charge.
CARTESIAN COORDINATES (ANGSTROEM)
C  0.6237  0.8770  0.5727  -0.2064
C  2.0648  1.2640  0.2884  -0.1733
C  0.7694  -1.0696  0.5055  -0.3790
N  1.2748  -1.6533  -0.5244  0.0057
H  2.2900  -1.6601  -0.4856  0.0320
H  1.1971  -1.1050  1.5104  0.1172
H  -0.0438  1.4610  -0.0644  0.0520
H  0.3426  1.0602  1.6147  0.0692
H  2.7615  0.7564  0.9627  0.0639
H  2.2280  2.3400  0.4014  0.0593
H  2.3342  0.9767  -0.7322  0.0634
C  -1.2819  -0.3366  -1.4569  -0.0065
C  -1.4453  -0.5365  0.0105  -0.4429
N  -2.5947  -0.1388  0.5720  0.2210
O  -0.7826  -1.4086  0.7205  0.0004
H  -3.2713  0.3949  0.0529  0.1245
H  -2.7404  -0.2953  1.5569  0.1321
H  -1.9341  -1.0352  -1.9892  0.1060
H  -0.2608  -0.5731  -1.7597  0.0713
H  -1.5313  0.6816  -1.7560  0.0904

Properties
- frontier orbital gap (eV) = 7.03
- ΔE to the lowest compared entry with this formula, charge and spin (eV) = 4.710
- E (eV) = -10403.7138
- E_LUMO (Eh) = 0.0177
- HOMO level (Ha) = -0.241


Entry 4:
Below is a structure of composition C5H12N2O, with properties calculated with ωB97M-V/def2-TZVPD.

Each line ends with the Löwdin charge.
CARTESIAN COORDINATES (ANGSTROEM)
C  -2.3018  0.4061  0.5099  -0.1418
N  -1.1971  -0.1771  -0.2419  -0.1957
C  -0.9327  -1.4987  0.3824  -0.0936
C  0.1088  1.6499  0.9006  -0.0729
C  -0.0007  0.6861  -0.2779  -0.2996
C  1.3391  -0.1034  -0.4928  -0.5725
N  1.2681  -1.0093  -1.5525  0.1070
O  2.1946  0.0751  0.3672  0.0925
H  -3.2438  -0.0164  0.1436  0.0846
H  -2.5217  1.4229  0.2036  0.0794
H  -2.2693  0.3114  1.6012  0.0917
H  -0.5128  -2.1594  -0.3732  0.0695
H  -1.8650  -1.9243  0.7688  0.0900
H  -0.2538  -1.4030  1.2267  0.0905
H  0.4063  1.0924  1.8131  0.0891
H  -0.6510  2.3830  1.1237  0.0709
H  1.1389  2.0286  0.9239  0.0777
H  0.0009  1.3268  -1.1651  0.1405
H  1.2321  -1.3773  -0.4239  0.1798
H  1.4767  -0.6534  -2.4717  0.1128

Properties
- frontier orbital gap (eV) = 8.72
- ΔE to the lowest compared entry with this formula, charge and spin (eV) = 6.543
- E (eV) = -10401.8805
- E_LUMO (Eh) = 0.0022
- HOMO level (Ha) = -0.318


Entry 5:
Below is the ion C5H12N2O with charge +1, with properties calculated with ωB97M-V/def2-TZVPD.

Each line ends with the Löwdin charge.
CARTESIAN COORDINATES (ANGSTROEM)
O  -0.9535  0.9640  2.9334  -0.0278
C  -0.8466  0.7428  1.7428  -0.3278
C  0.5147  0.4451  1.0665  -0.3976
C  0.6469  0.3235  -0.4614  -0.2042
C  -0.0482  -0.8683  -1.0077  -0.1223
C  -0.1307  -0.9708  -2.3277  -0.1472
N  -0.8393  -2.1082  -2.9616  0.1726
N  1.4245  1.4956  1.4358  0.1008
H  -1.8196  1.0658  1.1591  0.1387
H  0.8345  -0.5782  1.5453  0.1775
H  1.6827  0.3026  -0.8109  0.1186
H  0.3695  1.3130  -0.9474  0.1404
H  -0.3924  -1.6113  -0.3463  0.0979
H  0.1558  -0.1765  -3.0309  0.1283
H  -1.6959  -2.2518  -2.4750  0.1443
H  -0.1824  -2.9800  -2.9359  0.2202
H  -1.1766  -1.9735  -3.8939  0.1529
H  1.8619  1.2847  2.5394  0.2625
H  2.2754  1.6490  0.9146  0.1229
H  0.8019  2.4990  1.4202  0.2491

Properties
- frontier orbital gap (alpha / beta) (eV) = 3.99 / 8.76
- <S²> = 0.755
- ΔE to the lowest compared entry with this formula, charge and spin (eV) = 4.337
- multiplicity = 2
- E (eV) = -10394.9646
- E_LUMO (alpha / beta) (Eh) = -0.1257 / -0.1237
- HOMO level (alpha / beta) (Ha) = -0.272 / -0.446
- net charge = +1


Entry 6:
Below is a cluster of 2 separate species, C5H12N2O2 in total, with properties calculated with ωB97M-V/def2-TZVPD.

Each line ends with the Löwdin charge.
CARTESIAN COORDINATES (ANGSTROEM)
H  0.7185  0.3704  2.6498  0.0639
N  1.0109  1.1775  2.0959  0.1771
C  0.1360  1.5592  1.2677  -0.4168
C  0.3790  2.7320  0.3799  -0.0477
C  -1.1891  0.8628  1.1326  -0.2294
O  -1.4677  -0.1262  1.7712  0.0365
H  1.3611  3.1474  0.5833  0.0818
H  0.3173  2.4320  -0.6651  0.0820
H  -0.3823  3.4909  0.5575  0.0844
H  -1.9143  1.3312  0.4438  0.1369
C  1.1293  -1.4559  -1.5566  -0.0336
C  -0.2169  -1.1886  -0.8786  -0.5581
N  -0.4317  -2.1423  0.1756  0.0762
O  -1.2872  -1.2435  -1.7804  -0.0231
H  1.2054  -0.8562  -2.4597  0.0787
H  1.9437  -1.1926  -0.8891  0.0746
H  1.2094  -2.5044  -1.8182  0.0770
H  -0.2309  -0.1329  -0.5232  0.0991
H  0.3750  -2.2055  0.7833  0.0823
H  -1.2382  -1.8879  0.7418  0.0630
H  -1.4272  -2.1674  -2.0115  0.0950

Properties
- frontier orbital gap (eV) = 9.32
- ΔE to the lowest compared entry with this formula, charge and spin (eV) = 2.043
- E (eV) = -12453.9395
- E_LUMO (Eh) = -0.0132
- HOMO level (Ha) = -0.356


Entry 7:
Below is a cluster of 2 separate species, C5H12N2O2 in total, with properties calculated with ωB97M-V/def2-TZVPD.

Each line ends with the Löwdin charge.
CARTESIAN COORDINATES (ANGSTROEM)
C  -0.6806  2.5809  1.0144  -0.1405
C  -0.1189  1.2118  0.7905  -0.1586
C  -1.1534  0.1246  1.0462  -0.5404
N  -2.4967  0.4349  1.1099  0.1535
O  -0.8264  -1.0030  1.3703  0.0167
H  -0.1660  3.4726  0.5129  0.0973
H  -0.7454  2.9595  2.0557  0.0887
H  -1.6099  2.8462  0.5136  0.0555
H  0.2557  1.0652  -0.2400  0.1068
H  0.7277  1.0315  1.4771  0.1325
H  -3.2176  -0.2584  1.1874  0.1030
H  -2.8022  1.3878  1.0519  0.0684
C  2.2107  -2.4528  -0.9337  -0.0165
C  1.6019  -1.2328  -1.5755  -0.5965
N  0.2545  -1.1389  -1.7468  0.1480
O  2.3087  -0.2902  -1.8800  0.0245
H  1.9735  -2.5570  0.1470  0.0923
H  3.2710  -2.4379  -1.2080  0.0854
H  1.8380  -3.4777  -1.0730  0.0750
H  -0.2548  -0.4050  -2.2028  0.1043
H  -0.3698  -1.8615  -1.4170  0.1004

Properties
- frontier orbital gap (eV) = 10.46
- ΔE to the lowest compared entry with this formula, charge and spin (eV) = 0.862
- E (eV) = -12455.1200
- E_LUMO (Eh) = 0.0267
- HOMO level (Ha) = -0.358


Entry 8:
Below is the molecule C5H12N2O2, with properties calculated with ωB97M-V/def2-TZVPD.

Each line ends with the Löwdin charge.
CARTESIAN COORDINATES (ANGSTROEM)
C  -0.1910  2.1148  -0.6596  -0.0526
C  -1.1192  1.0940  -0.0712  -0.3564
O  -2.3946  1.0684  -0.6263  -0.0357
C  -0.3838  -0.5330  -0.2495  -0.3266
C  -0.9184  -1.4361  0.8510  -0.0598
N  1.0217  -0.5159  -0.3791  -0.1773
C  1.8934  -0.3002  0.7569  -0.0729
N  1.1683  -1.8007  -1.1615  0.0041
O  1.9587  -2.6033  -0.7355  -0.0012
H  0.8411  1.7316  -0.6262  0.0658
H  -0.3903  2.2985  -1.7176  0.0847
H  -0.2640  3.0496  -0.1029  0.0818
H  -1.2643  1.2134  1.0032  0.1287
H  -2.3215  1.1170  -1.5884  0.0956
H  -0.8460  -0.7438  -1.2154  0.1276
H  -2.0108  -1.3902  0.8581  0.0843
H  -0.5968  -2.4735  0.7139  0.0751
H  -0.5702  -1.1084  1.8269  0.0713
H  2.8579  0.0424  0.3841  0.0880
H  2.0850  -1.2384  1.2867  0.0790
H  1.4445  0.4141  1.4525  0.0963

Properties
- frontier orbital gap (alpha / beta) (eV) = 9.32 / 9.32
- ΔE to the lowest compared entry with this formula, charge and spin (eV) = 4.707
- E (eV) = -12451.2755
- E_LUMO (alpha / beta) (Eh) = 0.0132 / 0.0133
- HOMO level (alpha / beta) (Ha) = -0.329 / -0.329


Entry 9:
Below is a structure of composition C5H12N2O2, with properties calculated with ωB97M-V/def2-TZVPD.

Each line ends with the Löwdin charge.
CARTESIAN COORDINATES (ANGSTROEM)
C  0.9079  0.2133  -1.0111  -0.0946
C  -0.4975  0.6430  -0.7850  -0.2937
C  0.9519  -0.5295  1.3200  -0.1945
C  -0.5878  2.1081  -0.3811  -0.0458
C  -0.8542  -0.2954  0.3854  -0.5919
N  -1.0434  -1.6590  -0.1532  0.0613
N  1.2009  -0.9315  -1.5933  0.1602
O  0.6424  0.0494  2.5258  -0.1021
O  -1.5711  0.1249  1.3351  -0.0728
H  -0.3468  0.1638  2.4980  0.0640
H  1.7151  0.9232  -0.8770  0.1431
H  -1.1204  0.4440  -1.6690  0.1468
H  -1.9600  -1.6664  -0.5996  0.0913
H  -1.1117  -2.2990  0.6332  0.0875
H  2.1610  -1.2415  -1.6340  0.1265
H  0.4655  -1.6448  -1.5045  0.1055
H  0.9604  -1.6311  1.3079  0.0804
H  1.9387  -0.1791  1.0068  0.0707
H  -0.2736  2.7646  -1.1962  0.0804
H  0.0353  2.2971  0.4950  0.0920
H  -1.6125  2.3457  -0.1032  0.0859

Properties
- frontier orbital gap (eV) = 7.66
- ΔE to the lowest compared entry with this formula, charge and spin (eV) = 4.001
- E (eV) = -12451.9811
- E_LUMO (Eh) = 0.0047
- HOMO level (Ha) = -0.277


Entry 10:
Below is the ion C5H12N3 with charge +1, with properties calculated with ωB97M-V/def2-TZVPD.

Each line ends with the Löwdin charge.
CARTESIAN COORDINATES (ANGSTROEM)
C  0.6483  0.6083  0.3636  -0.0497
C  1.1497  -0.1269  -0.6772  -0.4214
C  -1.6105  0.0898  -0.4851  -0.0295
C  2.6314  -0.4502  -0.6187  0.0009
C  -0.9768  -0.2176  1.9988  0.0118
N  0.3000  -0.8168  -1.4400  0.1247
N  -1.7922  1.0315  -1.4309  0.1680
N  -0.7880  0.4536  0.7047  -0.1263
H  1.0747  1.2087  1.0188  0.0721
H  -2.2232  -0.6722  -0.2576  0.1094
H  3.0836  0.3665  -0.3170  0.0191
H  2.8715  -0.7587  -1.6670  0.1048
H  2.7335  -1.3600  0.1001  0.1401
H  -0.6646  -1.1824  1.8797  0.0806
H  -0.4639  0.2593  2.7118  0.0650
H  -2.0239  -0.3342  2.4853  0.1593
H  0.3885  -1.7999  -1.6363  0.0794
H  -2.2640  0.6665  -2.2277  0.1258
H  -0.9526  1.5935  -1.5628  0.1309
H  -1.1214  1.4411  1.0574  0.2352

Properties
- frontier orbital gap (alpha / beta) (eV) = 7.75 / 7.75
- ΔE to the lowest compared entry with this formula, charge and spin (eV) = 5.487
- E (eV) = -9838.7253
- E_LUMO (alpha / beta) (Eh) = -0.1608 / -0.1609
- HOMO level (alpha / beta) (Ha) = -0.446 / -0.446
- net charge = +1


Entry 11:
Below is a cluster of 2 separate species, C5H12N3 in total, with properties calculated with ωB97M-V/def2-TZVPD.

Each line ends with the Löwdin charge.
CARTESIAN COORDINATES (ANGSTROEM)
C  0.1258  -1.0368  -2.3165  -0.2564
C  0.5504  -0.5362  -3.4699  0.0318
C  1.4603  -2.6039  -1.3217  0.0197
N  0.9366  -1.4516  -1.2211  -0.0660
H  -0.9397  -1.1275  -2.1231  0.1054
H  1.6176  -0.4276  -3.6144  0.0677
H  -0.1757  -0.3227  -4.2355  0.0618
H  2.0343  -3.0053  -0.4936  0.0827
H  1.4191  -3.1337  -2.2734  0.0974
C  -1.9576  1.8239  2.7965  -0.0062
N  -0.6573  1.7872  2.0816  0.0259
C  -0.2225  0.6756  1.5518  -0.1585
N  0.9254  0.4811  0.9405  0.1800
H  -2.5627  2.6182  2.3753  0.0977
H  -1.7653  1.9615  3.8560  0.0980
H  -2.4265  0.8580  2.6469  0.0903
H  -0.0497  2.5956  2.1426  0.1675
H  -0.8729  -0.1907  1.5921  0.1611
H  1.5863  1.2444  0.9170  0.1320
H  0.9740  -0.2094  0.1688  0.0680

Properties
- frontier orbital gap (eV) = 9.73
- ΔE to the lowest compared entry with this formula, charge and spin (eV) = 1.616
- E (eV) = -9842.5955
- E_LUMO (Eh) = -0.1119
- HOMO level (Ha) = -0.469
- net charge = +1


Entry 12:
Below is the ion C5H12N3O2 with charge +1, with properties calculated with ωB97M-V/def2-TZVPD.

Each line ends with the Löwdin charge.
CARTESIAN COORDINATES (ANGSTROEM)
H  2.9470  1.5136  -0.3346  0.1280
N  1.9224  1.5257  -0.4419  0.2536
N  1.3638  0.4912  -0.2324  -0.0764
O  1.9307  -0.6725  0.1507  -0.0795
N  3.3376  -0.5643  0.3266  0.1073
C  -0.4156  0.4385  -0.2642  0.0330
C  -0.8335  1.8599  -0.4087  -0.2415
O  -0.9730  2.4943  0.8359  -0.0183
C  -1.0774  -0.6888  -0.0871  -0.2597
C  -0.5722  -2.0750  0.0480  -0.0234
C  -2.5779  -0.5507  -0.0222  -0.0077
H  3.5358  -0.7957  1.2976  0.1199
H  3.7720  -1.2563  -0.2802  0.1197
H  -0.1376  2.3898  -1.0663  0.1198
H  -1.8197  1.8812  -0.8828  0.1408
H  -0.1442  2.9005  1.1125  0.0956
H  0.4382  -2.2054  -0.3201  0.0693
H  -1.2352  -2.7521  -0.4867  0.1035
H  -0.6032  -2.3578  1.1009  0.1132
H  -3.0014  -1.4151  0.4798  0.0976
H  -2.9834  -0.5095  -1.0323  0.1118
H  -2.8732  0.3487  0.5075  0.0936

Properties
- frontier orbital gap (eV) = 9.48
- ΔE to the lowest compared entry with this formula, charge and spin (eV) = 5.451
- E (eV) = -13932.6567
- E_LUMO (Eh) = -0.1673
- HOMO level (Ha) = -0.516
- net charge = +1


Please write out number 9 again, unchanged.
Below is a structure of composition C5H12N2O2, with properties calculated with ωB97M-V/def2-TZVPD.

Each line ends with the Löwdin charge.
CARTESIAN COORDINATES (ANGSTROEM)
C  0.9079  0.2133  -1.0111  -0.0946
C  -0.4975  0.6430  -0.7850  -0.2937
C  0.9519  -0.5295  1.3200  -0.1945
C  -0.5878  2.1081  -0.3811  -0.0458
C  -0.8542  -0.2954  0.3854  -0.5919
N  -1.0434  -1.6590  -0.1532  0.0613
N  1.2009  -0.9315  -1.5933  0.1602
O  0.6424  0.0494  2.5258  -0.1021
O  -1.5711  0.1249  1.3351  -0.0728
H  -0.3468  0.1638  2.4980  0.0640
H  1.7151  0.9232  -0.8770  0.1431
H  -1.1204  0.4440  -1.6690  0.1468
H  -1.9600  -1.6664  -0.5996  0.0913
H  -1.1117  -2.2990  0.6332  0.0875
H  2.1610  -1.2415  -1.6340  0.1265
H  0.4655  -1.6448  -1.5045  0.1055
H  0.9604  -1.6311  1.3079  0.0804
H  1.9387  -0.1791  1.0068  0.0707
H  -0.2736  2.7646  -1.1962  0.0804
H  0.0353  2.2971  0.4950  0.0920
H  -1.6125  2.3457  -0.1032  0.0859

Properties
- frontier orbital gap (eV) = 7.66
- ΔE to the lowest compared entry with this formula, charge and spin (eV) = 4.001
- E (eV) = -12451.9811
- E_LUMO (Eh) = 0.0047
- HOMO level (Ha) = -0.277


Q: The lowest E belongs to which entry?
A: C5H12N3O2